Entry 1:
# ClH4NSi

2 unconnected molecules or ions with the total composition ClH4NSi in a non-equilibrium geometry (ωB97M-V/def2-TZVPD, OMol25).

```
7
Properties=species:S:1:pos:R:3
N 0.124 -0.845 0.268
Si 1.042 0.503 0.134
H -0.236 -1.404 0.957
H 1.890 1.229 0.945
H 0.945 1.422 -0.897
Cl -2.540 -0.350 -0.903
H -1.226 -0.554 -0.505
```

Relative energy (zero: lowest compared OMol25 entry of this formula, charge and spin) (kcal/mol): 81.7
SMILES: N=[SiH2].Cl
LUMO level (hartree): -0.036
HOMO-LUMO gap (eV): 9.18
E_HOMO (eV): -10.152



Entry 2:
# ClH5N3PS

ClH5N3PS in the gas phase in a non-equilibrium geometry (ωB97M-V/def2-TZVPD, OMol25).

```
11
Properties=species:S:1:pos:R:3
N -0.641 0.290 1.901
P -1.375 0.101 0.390
Cl -2.511 -1.492 0.987
N -0.155 -0.763 -0.419
N 1.139 -0.170 -0.710
S 1.385 1.443 -1.164
H 0.339 0.145 1.594
H -0.851 1.094 2.353
H -0.622 -1.296 -1.139
H 1.789 -0.688 -1.281
H 1.505 1.336 -2.511
```

Relative energy (zero: lowest compared OMol25 entry of this formula, charge and spin) (kcal/mol): 46.9
SMILES: NP(Cl)NNS
LUMO level (hartree): 0.016
HOMO-LUMO gap (eV): 8.85
E_HOMO (eV): -8.419



Entry 3:
# ClH6N4P

ClH6N4P in the gas phase in a non-equilibrium geometry (ωB97M-V/def2-TZVPD, OMol25).

```
12
Properties=species:S:1:pos:R:3
N -1.824 0.390 0.714
N -1.375 0.627 -0.522
P -0.040 -0.924 -1.037
Cl -0.734 -2.383 0.017
N 0.951 -0.321 0.269
N 2.221 -0.904 0.676
H -0.971 0.315 1.288
H -2.254 -0.521 0.697
H -2.062 0.535 -1.157
H 1.252 0.661 -0.058
H 2.079 -1.621 1.495
H 2.639 -1.604 -0.017
```

Relative energy (zero: lowest compared OMol25 entry of this formula, charge and spin) (kcal/mol): 25.9
SMILES: NNP(Cl)NN
LUMO level (hartree): 0.024
HOMO-LUMO gap (eV): 8.84
E_HOMO (eV): -8.183



Entry 4:
# ClH8O4Zn

A molecular structure, ClH8O4Zn in a non-equilibrium geometry (ωB97M-V/def2-TZVPD, OMol25).

```
14
Properties=species:S:1:pos:R:3
Zn -1.616 2.971 0.103
Cl -0.222 1.132 0.155
O 2.402 1.102 2.600
H 1.760 1.338 1.924
H 2.002 0.366 3.077
O -2.032 -0.780 -2.044
H -1.777 -1.269 -1.251
H -1.646 0.090 -1.924
O -1.650 -1.855 0.720
H -1.805 -1.573 1.628
H -0.803 -1.463 0.483
O 1.748 -0.399 -1.907
H 2.410 0.204 -2.266
H 1.230 0.135 -1.298
```

Relative energy (zero: lowest compared OMol25 entry of this formula, charge and spin) (kcal/mol): 41.8
LUMO level (hartree): -0.374
Charge: +1
HOMO-LUMO gap (eV): 4.00
E_HOMO (eV): -14.188